P:
Here is C2H3ClNOP in the gas phase from OMol25. Energies are from wB97M-V/def2-TZVPD.

XYZ file:
```
9
C2H3ClNOP | OMol25 | wB97M-V/def2-TZVPD
C 0.4664 2.3421 -1.7342
C -0.0426 -0.0585 -0.1626
N 0.4762 3.4635 -1.6049
O -0.7577 0.1132 -2.8482
P 0.2548 0.5800 -1.8756
Cl 2.2732 0.1667 -2.4890
H -1.1398 -0.4938 -0.0516
H 0.6946 -0.8418 0.0318
H 0.2473 0.8016 0.5375
```

## Properties
* HOMO level: -11.6 eV
* orbital gap: 11.592 eV
* SMILES: C[P@](=O)(Cl)C#N

Atomic partial charges in e from the Mulliken method, atoms 1 to 6:
1. C 0.1835
2. C -0.8394
3. N -0.2552
4. O -0.5609
5. P 0.8084
6. Cl -0.2499

***

Q:
Here is 2 unconnected molecules or ions with the total composition C2H3ClNOP from OMol25. Energies are from wB97M-V/def2-TZVPD.

XYZ file:
```
9
C2H3ClNOP | OMol25 | wB97M-V/def2-TZVPD
C -1.1904 -1.5167 -0.5273
C 1.2897 0.7557 1.4627
N -1.5890 -2.4412 0.0167
O 0.2143 -0.2789 -2.6310
P -0.4050 -0.0728 -1.2668
Cl -2.0324 1.1683 -1.3348
H 0.7233 1.7569 1.4588
H 0.6932 -0.0332 1.9096
H 2.2963 0.6618 0.9120
```

## Properties
* HOMO level (alpha / beta): -10.2 / -9.7 eV
* orbital gap (alpha / beta): 9.440 / 6.819 eV

Atomic partial charges in e from the Mulliken method, atoms 1 to 6:
1. C 0.2492
2. C -0.8905
3. N -0.2631
4. O -0.4700
5. P 0.5680
6. Cl -0.1716

***

Which one is most stable, and which one is least stable? P is the most stable of them, while Q is the least stable.

***

P:
Here is 2 unconnected molecules or ions with the total composition F3H3SSi2 from OMol25. Energies are from wB97M-V/def2-TZVPD.

XYZ file:
```
9
F3H3SSi2 | OMol25 | wB97M-V/def2-TZVPD
F 2.9814 0.8587 -1.6779
F 3.8535 -0.5939 0.2844
F 1.6128 0.6020 0.4412
Si -3.3199 0.2279 0.8426
Si 2.4882 -0.1711 -0.5418
S -2.6565 -0.3833 -0.9432
H -2.5901 0.1088 1.9778
H -4.5626 0.8649 0.8007
H 2.1932 -1.5139 -1.1836
```

## Properties
* HOMO level: -9.3 eV
* orbital gap: 8.252 eV
* SMILES: F[SiH](F)F.[SiH2]=S

Atomic partial charges in e from the Mulliken method, atoms 1 to 6:
1. F -0.2625
2. F -0.3091
3. F -0.1557
4. Si 0.4492
5. Si 0.7678
6. S -0.3171

***

Q:
Here is F3H3SSi2 in the gas phase from OMol25. Energies are from wB97M-V/def2-TZVPD.

XYZ file:
```
9
F3H3SSi2 | OMol25 | wB97M-V/def2-TZVPD
F 1.8364 -1.6870 0.2792
F 1.3903 -0.8347 -1.9984
F -0.2371 -2.3608 -0.8897
Si -0.2493 0.8907 0.0668
Si 0.6641 -1.0856 -0.6088
S -2.0694 0.7632 1.1994
H 0.6588 1.6804 0.8980
H -0.4923 1.6630 -1.3270
H -1.5015 0.9707 2.3806
```

## Properties
* HOMO level: -10.2 eV
* orbital gap: 10.226 eV
* SMILES: F[Si](F)(F)[SiH2]S

Atomic partial charges in e from the Mulliken method, atoms 1 to 6:
1. F -0.2415
2. F -0.2416
3. F -0.2476
4. Si 0.1771
5. Si 0.8027
6. S -0.2817

***

Which one is most stable, and which one is least stable? Q is the most stable of them, while P is the least stable.

***

P:
Here is 13 unconnected molecules or ions with the total composition C3H31NO12 from OMol25. Energies are from wB97M-V/def2-TZVPD.

XYZ file:
```
47
C3H31NO12 | OMol25 | wB97M-V/def2-TZVPD
C -3.3058 -0.0502 0.3962
C -1.8968 -0.0315 0.9694
C -0.7586 0.4323 0.4012
N -1.7798 -0.8262 2.2002
H -4.0551 -0.4383 1.0842
H -3.4064 -0.8005 -0.4543
H -3.6647 0.9022 -0.0526
H 0.1739 0.1268 0.7689
H -0.6632 1.0099 -0.5201
H -2.5216 -0.9237 2.7754
H -0.9016 -0.6460 2.5958
H -2.8421 -2.6937 -1.1816
H -1.3046 -3.2241 -1.7118
O -2.1737 -2.7531 -1.9255
H 1.2394 -0.3510 -3.2580
H 2.5031 -0.0222 -3.2768
O 1.8078 0.0773 -2.5812
H -1.9588 -0.5950 -3.9159
H -1.1787 -1.5243 -2.8508
O -1.1933 -0.6257 -3.2661
H -0.0352 -2.6618 0.7490
H -0.0053 -4.1098 0.2821
O -0.3639 -3.2107 0.0196
H 1.2841 -2.9002 -1.3140
H 2.0423 -1.6250 -1.8070
O 2.1636 -2.5815 -1.6316
H 0.6878 1.9836 -0.6836
H 1.7971 3.0817 -0.7287
O 0.8769 2.9698 -0.6194
H 1.9031 -1.4349 0.7841
H 1.5196 -1.2025 2.1962
O 1.3545 -1.9065 1.5504
H 1.2638 1.2622 3.6123
H 0.6967 0.2381 4.5446
O 1.4935 0.4245 4.1373
H 1.5542 3.8261 2.1744
H 1.1841 2.8523 1.1325
O 1.6638 2.9457 1.9287
H 3.8087 1.7937 -1.0065
H 3.2629 2.1668 0.3775
O 3.0762 1.6526 -0.4364
H -2.0035 1.1905 3.4934
H -0.9741 1.5124 2.3978
O -1.1209 1.4508 3.3908
H -0.2608 1.4282 -4.1356
H 0.5476 1.8556 -2.8303
O 0.4637 1.9552 -3.7741
```

## Properties
* HOMO level: -8.8 eV
* orbital gap: 9.032 eV

Atomic partial charges in e from the Mulliken method, atoms 1 to 6:
1. C -1.3038
2. C -0.0662
3. C -0.1350
4. N -0.3227
5. H 0.3828
6. H 0.0617

***

Q:
Here is 13 unconnected molecules or ions with the total composition C3H31NO12 from OMol25. Energies are from wB97M-V/def2-TZVPD.

XYZ file:
```
47
C3H31NO12 | OMol25 | wB97M-V/def2-TZVPD
C 2.1485 -0.1975 -1.0826
C 2.3439 0.7959 -0.2225
N 1.4372 1.1848 0.7780
C 1.8916 2.2435 1.7117
H 1.3799 -0.9095 -0.8883
H 2.7338 -0.4269 -1.9747
H 3.2889 1.3645 -0.4435
H 1.0389 0.4202 1.4060
H 2.6662 1.7537 2.3433
H 2.3110 3.1587 1.2849
H 0.9771 2.3905 2.2933
H 0.8459 2.3354 -1.5049
H -0.0181 1.3884 -0.6059
O 0.0357 1.7985 -1.4978
H 0.5720 -0.9310 -3.0460
H 1.6202 -2.0416 -2.9106
O 1.2363 -1.4358 -3.5568
H -1.6471 2.0558 -2.1676
H -3.1759 1.5576 -2.3478
O -2.5541 2.0323 -1.7879
H 2.8769 -0.7021 2.7611
H 4.2630 -0.7376 1.9029
O 3.8324 -0.6335 2.7513
H 0.6365 4.1807 -0.5952
H 2.2356 4.1887 -0.7038
O 1.4021 4.1503 -1.1733
H -0.7154 -2.4234 4.2161
H -1.9712 -1.7044 4.0657
O -1.0967 -1.5660 4.4572
H -0.2881 -0.1911 3.7439
H -0.8475 0.9652 3.1718
O -0.0705 0.4224 2.9734
H -1.7462 -3.9425 -0.7362
H -2.1725 -2.5167 -0.3182
O -2.2958 -3.4528 -0.1133
H -2.1257 -3.5757 1.5212
H -0.8600 -4.3462 1.9468
O -1.4476 -3.6503 2.2479
H -2.2407 -1.4494 -2.2921
H -3.7002 -1.8308 -2.2829
O -2.8239 -2.1865 -2.4652
H -2.6024 0.9352 -0.4955
H -1.6899 0.8718 0.7659
O -2.5025 0.5190 0.3919
H -0.9497 0.7933 -3.4636
H -1.2754 -0.5056 -4.4459
O -0.9562 -0.1496 -3.6123
```

## Properties
* HOMO level: -8.5 eV
* orbital gap: 8.629 eV

Atomic partial charges in e from the Mulliken method, atoms 1 to 6:
1. C -0.5821
2. C -0.3690
3. N 0.2800
4. C -1.0081
5. H 0.2768
6. H 0.2511

***

Which one is most stable, and which one is least stable? Q is the most stable of them, while P is the least stable.

***

P:
Here is C7H14 in the gas phase from OMol25. Energies are from wB97M-V/def2-TZVPD.

XYZ file:
```
21
C7H14 | OMol25 | wB97M-V/def2-TZVPD
C -1.2634 -0.9148 -0.5703
C -0.4117 0.3544 -0.7194
C -0.7995 1.6183 -0.0211
C -1.8133 1.4749 1.0445
C 1.0851 0.1723 -0.2891
C 1.2374 -0.1784 1.1944
C 1.8063 -0.8568 -1.1605
H -0.9138 -1.7045 -1.2448
H -2.3100 -0.7105 -0.8262
H -1.2496 -1.3203 0.4471
H -0.3511 0.6074 -1.7895
H 1.5589 1.1474 -0.4527
H -2.7269 1.7514 0.4817
H -1.7144 2.2446 1.8175
H -1.9989 0.4877 1.4947
H 2.2984 -0.2417 1.4607
H 0.7833 -1.1490 1.4277
H 0.7789 0.5749 1.8455
H 1.6794 -0.6389 -2.2269
H 2.8802 -0.8434 -0.9402
H 1.4448 -1.8750 -0.9733
```

## Properties
* HOMO level: -8.0 eV
* orbital gap: 8.466 eV

Atomic partial charges in e from the Mulliken method, atoms 1 to 6:
1. C -1.6075
2. C 0.7210
3. C -0.6406
4. C -0.9448
5. C 0.3118
6. C -1.3584

***

Q:
Here is 2 unconnected molecules or ions with the total composition C7H14 from OMol25. Energies are from wB97M-V/def2-TZVPD.

XYZ file:
```
21
C7H14 | OMol25 | wB97M-V/def2-TZVPD
C 0.6385 0.0459 -0.0292
C -0.1425 -0.7836 -0.9576
C -0.2400 0.5171 1.1624
C 1.1875 1.2545 -0.7571
C 1.7386 -0.8688 0.5868
C -2.8554 0.4550 0.0107
C -2.4058 -0.6705 -0.0191
H -0.4784 -1.6568 -0.4834
H -1.0963 -0.2875 -1.3718
H 0.4752 -1.0810 -1.8074
H 0.4205 0.8720 1.9766
H -0.9727 1.3631 0.8768
H -0.9232 -0.3402 1.5268
H 1.7773 1.9087 -0.0636
H 0.3141 1.8560 -1.0441
H 1.7832 0.9038 -1.5737
H 2.3287 -1.1106 -0.3222
H 2.3180 -0.3803 1.4602
H 1.2893 -1.8468 0.9356
H -3.1950 1.4553 0.0780
H -1.9616 -1.6054 -0.1846
```

## Properties
* HOMO level: -9.7 eV
* orbital gap: 10.555 eV
* SMILES: CC(C)(C)C.C#C

Atomic partial charges in e from the Mulliken method, atoms 1 to 6:
1. C 2.3261
2. C -2.0348
3. C -1.6438
4. C -1.6745
5. C -1.4562
6. C -0.3548

***

R:
Here is 2 unconnected molecules or ions with the total composition C7H14 from OMol25. Energies are from wB97M-V/def2-TZVPD.

XYZ file:
```
21
C7H14 | OMol25 | wB97M-V/def2-TZVPD
C 0.3918 1.6037 0.0463
C -1.0798 1.4264 -0.3466
C -1.7868 0.1922 0.2115
C -1.1161 -1.1000 -0.2054
C 0.2119 -1.2970 0.4514
C 1.3502 -0.7545 -0.1023
C 1.3593 0.6401 -0.6507
H 0.4994 1.5134 1.1391
H 0.6930 2.6276 -0.2059
H -1.1367 1.3994 -1.4445
H -1.6390 2.3106 -0.0245
H -1.7972 0.2320 1.3097
H -2.8267 0.1827 -0.1258
H -1.7400 -1.9696 0.0569
H -0.9819 -1.1511 -1.2946
H 0.1228 -1.6677 1.4696
H 1.5463 -2.5240 1.0830
H 2.0902 -1.9980 1.2158
H 2.2469 -1.3133 -0.3561
H 2.3863 1.0120 -0.4932
H 1.2059 0.6350 -1.7336
```

## Properties
* HOMO level: -8.1 eV
* orbital gap: 8.882 eV
* SMILES: C1=CCCCCC1.[H][H]

Atomic partial charges in e from the Mulliken method, atoms 1 to 6:
1. C -0.6971
2. C -0.6175
3. C -0.5617
4. C -0.8390
5. C -0.3456
6. C -0.5715

***

S:
Here is 2 unconnected molecules or ions with the total composition C7H14 from OMol25. Energies are from wB97M-V/def2-TZVPD.

XYZ file:
```
21
C7H14 | OMol25 | wB97M-V/def2-TZVPD
C -1.5481 1.4651 0.1106
C -1.8169 0.0682 0.3450
C -1.6641 -0.7762 -0.8259
C 0.4394 -1.0747 1.4392
C 1.4273 -0.2413 1.0638
C 2.2623 -0.3578 -0.1807
C 1.4727 0.5510 -1.0750
H -1.9469 1.8001 -0.8567
H -1.8549 2.1578 0.8981
H -0.4028 1.4972 -0.0816
H -2.0839 -0.3142 1.3224
H -2.2732 -0.4125 -1.6659
H -0.5901 -0.5870 -1.1638
H -1.8464 -1.8404 -0.6658
H -0.0481 -0.9623 2.4018
H 0.2572 -1.9975 0.8908
H 1.6274 0.6460 1.6663
H 3.3068 -0.0550 -0.0002
H 2.2804 -1.3936 -0.5408
H 1.2949 0.2187 -2.0946
H 1.7069 1.6083 -0.9869
```

## Properties
* HOMO level (alpha / beta): -6.9 / -8.0 eV
* orbital gap (alpha / beta): 7.160 / 8.915 eV

Atomic partial charges in e from the Mulliken method, atoms 1 to 6:
1. C -0.7955
2. C -0.0769
3. C -0.9159
4. C -0.9489
5. C 0.0124
6. C -0.1236

***

Which one is most stable, and which one is least stable? P is the most stable of them, while S is the least stable.